1.
This record from the Open Molecules 2025 dataset describes one molecule with the formula C17H13FN2O3S at a distorted geometry. The level of theory is ωB97M-V/def2-TZVPD.

```
37
Properties=species:S:1:pos:R:3
O 1.7330 3.2653 -6.0902
O -1.4202 1.6099 2.1911
F 0.7942 -5.1512 5.1394
O -0.0712 4.3212 -7.5391
S -0.7941 2.6570 -3.0404
C 0.7080 3.1771 -5.4553
C -1.2641 0.4023 2.1668
C 0.6535 2.6283 -4.0865
C 1.6732 1.8605 -3.5894
C 0.9941 -3.0823 4.2096
C -1.0862 -4.1976 4.1955
C 1.9753 0.4211 -1.4715
C 1.4358 -0.0341 -0.2238
C -0.6581 1.2399 -0.6480
C 0.3997 -1.9522 3.5966
C -1.8270 -3.1610 3.6356
C 0.1823 -4.1022 4.6592
C -0.0840 1.6708 -1.8298
C 1.2021 1.3192 -2.2895
C 0.1063 0.3799 0.1493
C -1.0374 -1.9906 3.3744
N -0.2982 3.7669 -6.1658
N -0.4267 -0.2523 1.2491
C -1.7849 -0.5400 3.2423
H 0.8380 4.0629 -7.8983
H 2.6254 1.7093 -4.1205
H 2.1048 -3.0676 4.3258
H -1.7308 -5.0408 4.5875
H 2.8764 0.0552 -1.9094
H 2.0170 -0.8025 0.2955
H -1.6746 1.6222 -0.4680
H 0.9593 -0.9503 3.5568
H -2.9098 -3.1225 3.5917
H -1.1562 3.1780 -6.0263
H -0.5203 -1.2699 1.2481
H -1.6568 0.0136 4.2276
H -2.8780 -0.6436 3.2099
```

Output
HOMO-LUMO gap = 8.5 eV
LUMO level = -0.12 eV
Multiplicity = 1
Maximum force = 4.80 eV/Å
SMILES = O=C(Cc1ccc(F)cc1)Nc1ccc2cc(C(=O)NO)sc2c1

Atomic partial charges in e from the Mulliken method, atoms 1 to 6:
1 O -0.7158
2 O -0.6176
3 F -0.3030
4 O -0.4059
5 S -0.3270
6 C 0.8187

---

2.
This record from the Open Molecules 2025 dataset describes a 5-piece molecular cluster, C25H44F3NO11S4 overall at a distorted geometry. The level of theory is ωB97M-V/def2-TZVPD.

```
88
Properties=species:S:1:pos:R:3
C 3.2543 -2.1564 2.9699
C 2.0574 -2.4299 2.4463
C 0.7195 -2.0397 3.0876
N 0.5985 -2.7164 4.3654
C 0.7787 -0.4756 3.1548
C 0.3166 -0.1297 1.7049
O 0.2867 0.8957 1.1770
O -0.1200 -1.2962 1.0867
C -0.5262 -2.1054 2.1946
C -1.2035 -3.4358 1.8923
C -2.7278 -3.1917 1.8525
O -3.3532 -4.1088 0.9934
C -3.3829 -3.2835 3.2663
F -4.1044 -2.2274 3.5653
F -2.5011 -3.4681 4.2412
F -4.1832 -4.3270 3.3230
H 4.0202 -2.9145 3.1475
H 3.5354 -1.1304 3.2238
H 2.0071 -2.9789 1.4964
H -0.1341 -3.4191 4.3497
H 1.4625 -3.2008 4.5820
H 1.7703 -0.0358 3.2644
H 0.1357 -0.1034 3.9570
H -1.2390 -1.4385 2.7122
H -0.9308 -4.2182 2.5978
H -0.9471 -3.7399 0.8735
H -2.8570 -2.1629 1.4981
H -4.0694 -3.6574 0.5308
C 4.3921 -6.9132 1.0709
C 5.9240 -6.8726 1.1330
C 6.3114 -5.9745 2.3141
S 4.9623 -6.0887 3.4928
O 4.3260 -4.7951 3.5911
O 5.4025 -6.8057 4.6600
C 3.9244 -7.1550 2.5023
H 4.0345 -7.6914 0.3976
H 4.0117 -5.9540 0.7109
H 6.3086 -7.8819 1.2962
H 6.3559 -6.5049 0.2030
H 7.2301 -6.3044 2.7934
H 6.4045 -4.9323 2.0121
H 2.8785 -6.9027 2.6643
H 4.1155 -8.1822 2.8126
C -0.0584 5.8100 -1.2219
C -0.2718 4.5223 -0.4186
C 0.3735 3.3766 -1.2061
S 1.7040 4.1108 -2.1567
O 1.3817 3.9964 -3.5606
O 2.9715 3.6730 -1.6290
C 1.4073 5.7984 -1.6441
H -0.2987 6.6968 -0.6362
H -0.7011 5.8042 -2.1063
H 0.2109 4.6173 0.5559
H -1.3268 4.3297 -0.2409
H 0.7812 2.6136 -0.5475
H -0.3289 2.9254 -1.9066
H 1.6260 6.4768 -2.4661
H 2.0637 6.0072 -0.7994
C 1.0778 1.3445 -7.2038
C 0.0164 2.1244 -7.9889
C -1.3564 1.6089 -7.5417
S -1.1473 1.0273 -5.8551
O -1.3582 -0.3993 -5.8321
O -1.8474 1.9106 -4.9550
C 0.6074 1.3491 -5.7534
H 2.0655 1.7928 -7.3038
H 1.1328 0.3183 -7.5762
H 0.1029 3.1885 -7.7580
H 0.1461 2.0118 -9.0652
H -2.1106 2.3923 -7.5569
H -1.6856 0.7658 -8.1471
H 1.0874 0.5874 -5.1431
H 0.7399 2.3321 -5.2999
C -5.4287 3.7572 0.6214
C -5.6649 5.2427 0.3216
C -5.1561 6.0408 1.5285
S -3.8530 5.0521 2.2697
O -4.2815 4.6311 3.5782
O -2.5820 5.6985 2.0527
C -4.0028 3.6622 1.1532
H -5.5658 3.1384 -0.2647
H -6.1345 3.4177 1.3833
H -5.1040 5.5272 -0.5717
H -6.7162 5.4529 0.1277
H -4.7478 7.0054 1.2358
H -5.9359 6.1791 2.2755
H -3.8014 2.7378 1.6902
H -3.2757 3.7982 0.3541
```

Output
HOMO-LUMO gap = 8.8 eV
LUMO level = 0.29 eV
Multiplicity = 1
Maximum force = 3.86 eV/Å
SMILES = C=C[C@@]1(N)CC(=O)O[C@H]1C[C@@H](O)C(F)(F)F.O=S1(=O)CCCC1.O=S1(=O)CCCC1.O=S1(=O)CCCC1.O=S1(=O)CCCC1

Atomic partial charges in e from the Mulliken method, atoms 1 to 6:
1 C -0.8526
2 C -0.9841
3 C 1.8303
4 N -0.6711
5 C -1.0990
6 C 0.7193

---

3.
This record from the Open Molecules 2025 dataset describes a 11-piece molecular cluster, C44H82F6O22 overall at a distorted geometry. The level of theory is ωB97M-V/def2-TZVPD.

```
154
Properties=species:S:1:pos:R:3
O -3.8393 -2.2142 -5.5480
C -4.0546 -2.3900 -4.3693
O -3.3426 -3.1287 -3.4537
C -2.1872 -3.9073 -3.8680
C -1.0793 -3.5787 -2.8839
C -5.2428 -1.8321 -3.6035
H -1.7934 -3.7388 -4.8703
H -2.4061 -4.9722 -3.9475
H -1.2340 -4.2224 -2.0179
H -1.0178 -2.5037 -2.7143
H -0.1354 -3.9338 -3.2973
H -4.9766 -1.4988 -2.6005
H -5.9587 -2.6384 -3.4444
H -5.7696 -1.0938 -4.2081
O 0.8237 -0.7665 -7.3057
C 1.3625 -0.4655 -6.2106
O 2.1714 0.5902 -5.9539
C 2.5585 1.3794 -7.0873
C 4.0771 1.7384 -7.0156
C 0.9263 -1.2430 -4.9955
H 2.0365 2.3272 -7.2189
H 2.4733 0.8033 -8.0087
H 4.7138 0.8556 -7.0733
H 4.1852 2.2593 -6.0643
H 4.3454 2.5099 -7.7375
H 0.9035 -2.2834 -5.3197
H -0.0731 -0.8918 -4.7388
H 1.5904 -1.3288 -4.1354
O -3.1088 4.6427 -0.0477
C -2.0937 4.1731 -0.5340
O -1.3454 4.7602 -1.5076
C -1.6728 5.9912 -2.1432
C -0.5780 7.0640 -1.8206
C -1.4941 2.8922 -0.0280
H -2.6467 6.3845 -1.8518
H -1.6895 5.9399 -3.2318
H -0.8715 8.0263 -2.2400
H 0.4149 6.8279 -2.2034
H -0.5199 7.3087 -0.7600
H -2.1485 2.5620 0.7788
H -0.5272 3.0650 0.4447
H -1.5391 2.1379 -0.8135
O 3.8942 -0.7833 2.8650
C 3.7068 0.2104 2.1371
O 4.2821 0.3004 0.9083
C 5.2553 -0.6296 0.4711
C 6.6250 -0.3737 0.9882
C 2.8566 1.4344 2.4667
H 5.2423 -0.6150 -0.6187
H 4.9721 -1.6538 0.7139
H 7.3744 -0.9116 0.4076
H 6.6652 -0.6951 2.0290
H 6.8627 0.6885 0.9302
H 3.4024 2.3292 2.1675
H 2.6908 1.5500 3.5378
H 1.8671 1.3154 2.0252
O -5.2629 -1.6178 6.0812
C -4.2590 -0.9520 5.7045
O -3.6954 0.2290 6.1914
C -4.2851 0.8723 7.3434
C -5.5841 1.6336 7.0495
C -3.7310 -1.3770 4.4254
H -3.5889 1.5592 7.8247
H -4.5401 0.1170 8.0868
H -6.1942 1.1308 6.2991
H -5.4470 2.6331 6.6369
H -6.1788 1.7164 7.9592
H -2.8497 -1.9776 4.6508
H -3.4819 -0.5181 3.8023
H -4.4442 -1.9908 3.8752
O 5.7065 1.8593 -1.7702
C 5.1475 2.7695 -1.1396
O 3.8929 3.2077 -1.1910
C 3.0194 2.7326 -2.2227
C 1.6875 3.4423 -2.4516
C 5.9524 3.4699 -0.0741
H 2.7804 1.7171 -1.9069
H 3.5730 2.7812 -3.1604
H 1.0842 3.2856 -1.5574
H 1.2698 3.0534 -3.3803
H 1.9812 4.4917 -2.4755
H 5.6936 4.5285 -0.0979
H 7.0140 3.2285 -0.1273
H 5.5826 3.0405 0.8570
O 2.6102 -3.2792 -3.2848
C 3.6883 -3.5919 -3.8541
O 4.6821 -2.7649 -4.1788
C 4.5622 -1.3845 -3.8155
C 5.6991 -0.7576 -4.6637
C 4.1057 -5.0385 -4.1228
H 4.6620 -1.2220 -2.7423
H 3.6988 -0.9350 -4.3060
H 5.9060 0.2874 -4.4330
H 5.3824 -0.8208 -5.7047
H 6.5820 -1.3896 -4.5679
H 4.6073 -5.1462 -5.0845
H 3.2037 -5.6438 -4.2127
H 4.7333 -5.4233 -3.3189
O -1.5156 5.6769 5.5145
C -1.4343 4.5497 5.9661
O -1.7565 3.4528 5.3661
C -2.0723 3.4595 4.0177
C -3.5966 3.2487 3.9357
C -0.9685 4.2888 7.3994
H -1.6895 2.5402 3.5745
H -1.8017 4.3150 3.3987
H -4.0743 4.1943 4.1925
H -4.0444 2.4310 4.5003
H -3.9268 3.0378 2.9185
H -1.8738 3.8654 7.8344
H -0.6279 5.2048 7.8820
H -0.2074 3.5314 7.5870
O -3.0082 -0.1504 1.1395
C -3.7306 -0.9964 0.6133
O -5.0236 -0.9258 0.4945
C -5.8056 0.2511 0.8280
C -5.5260 1.5325 -0.0549
C -3.1742 -2.2686 0.0712
H -5.6318 0.4248 1.8900
H -6.8584 0.0115 0.6790
H -5.7432 2.5033 0.3906
H -6.0224 1.4181 -1.0186
H -4.4376 1.5383 -0.1139
H -3.5703 -2.3441 -0.9414
H -3.4778 -3.1433 0.6464
H -2.0973 -2.2077 -0.0858
C -0.3996 -0.2772 3.6389
C -0.1381 -1.3029 2.5358
O 0.2924 -0.6646 1.3915
C 0.5580 -1.3029 0.2763
O 0.4924 -2.5271 0.0659
C 1.0968 -0.3942 -0.8626
F 0.8958 0.9020 -0.5599
F 2.4148 -0.5608 -0.9138
F 0.4864 -0.6734 -2.0180
H -1.0201 0.5497 3.2932
H 0.5098 0.0721 4.1278
H -0.9676 -0.6967 4.4692
H -1.0498 -1.8695 2.3463
H 0.6800 -1.9739 2.7978
C 1.9355 -6.4446 0.8041
C 0.8307 -5.4508 1.3081
O -0.1121 -6.2319 1.9956
C -0.9288 -5.5877 2.7926
O -0.9555 -4.3191 3.0342
C -2.0054 -6.5063 3.3619
F -2.1784 -6.1326 4.6041
F -3.1304 -6.3005 2.6337
F -1.6922 -7.7864 3.2859
H 1.4245 -7.1943 0.2000
H 2.4349 -6.8402 1.6885
H 2.7181 -5.9412 0.2366
H 0.4006 -4.9431 0.4448
H 1.2039 -4.7706 2.0737
```

Output
HOMO-LUMO gap = 10.5 eV
LUMO level = 0.41 eV
Multiplicity = 1
Maximum force = 5.84 eV/Å
SMILES = CCOC(=O)C(F)(F)F.CCOC(=O)C(F)(F)F.CCOC(C)=O.CCOC(C)=O.CCOC(C)=O.CCOC(C)=O.CCOC(C)=O.CCOC(C)=O.CCOC(C)=O.CCOC(C)=O.CCOC(C)=O

Atomic partial charges in e from the Mulliken method, atoms 1 to 6:
1 O -0.5832
2 C 0.7263
3 O -0.1960
4 C -0.6771
5 C -0.3962
6 C -0.7234

---

4.
This record from the Open Molecules 2025 dataset describes a 5-piece molecular cluster, C19H22BrN2O7 overall at a distorted geometry. The level of theory is ωB97M-V/def2-TZVPD.

```
51
Properties=species:S:1:pos:R:3
Br -2.9752 2.6458 1.7164
C -0.4145 7.1279 3.6976
O 0.1058 8.0715 4.3593
N -1.1914 7.2500 2.6473
N -0.3929 5.8522 3.9233
H -1.3280 8.1311 2.1728
H -1.3219 6.3877 2.1377
H -0.6441 5.1453 3.2470
H 0.2053 5.6499 4.7115
C -0.8669 -3.3023 -4.1017
C -1.4748 -2.0138 -3.9808
C -1.1474 -1.1341 -2.9770
C -0.2024 -1.5806 -2.0334
C 0.3557 -2.8658 -2.0530
C -0.0241 -3.6909 -3.1030
O 0.4806 -4.9136 -3.1649
O -1.8490 0.0476 -2.8650
H -0.9684 -3.9875 -4.9304
H -2.1338 -1.6601 -4.7599
H 0.1070 -0.8940 -1.2593
H 1.0208 -3.2622 -1.3001
H 0.0068 -5.3474 -3.8783
H -1.6521 0.5499 -2.0710
C 3.7242 3.5531 -0.8192
C 5.0859 3.4350 -0.4725
C 5.4248 3.3691 0.8472
C 4.4791 3.0927 1.8707
C 3.1404 3.0281 1.5275
C 2.7932 3.2456 0.1973
O 1.5193 3.1422 -0.2127
O 6.7298 3.4099 1.1856
H 3.2923 3.6690 -1.8022
H 5.8365 3.7447 -1.1846
H 4.7806 3.0251 2.9055
H 2.3542 2.7109 2.1966
H 0.9546 2.8062 0.4872
H 6.8785 3.3556 2.1325
C -3.9800 -3.9154 0.2700
C -3.8424 -4.9991 -0.6805
C -2.8306 -5.9161 -0.6178
C -1.8717 -5.8268 0.4632
C -1.9836 -4.7632 1.4387
C -2.9885 -3.8150 1.2585
O -3.0429 -2.6963 2.1121
O -2.8632 -7.0145 -1.4643
H -4.8595 -3.2900 0.3126
H -4.6631 -5.0848 -1.3773
H -1.0540 -6.5283 0.5395
H -1.2357 -4.5559 2.1899
H -3.3882 -1.8352 1.8655
H -2.0848 -7.5531 -1.3044
```

Output
HOMO-LUMO gap = 6.5 eV
LUMO level = 2.01 eV
Multiplicity = 1
Maximum force = 5.54 eV/Å
Charge = -1

Atomic partial charges in e from the Mulliken method, atoms 1 to 6:
1 Br -0.9528
2 C 0.6407
3 O -0.7116
4 N -0.3606
5 N -0.3733
6 H 0.2073

---

5.
This record from the Open Molecules 2025 dataset describes a 2-piece molecular cluster, C3H9BO overall at a distorted geometry. The level of theory is ωB97M-V/def2-TZVPD.

```
14
Properties=species:S:1:pos:R:3
B -0.0341 -0.5908 0.0213
C -3.1910 -0.1962 -0.0426
C 2.6081 0.2571 -0.1063
C 1.1308 0.5736 0.2321
O 0.2118 -1.9035 -0.0236
H -3.4034 0.8738 -0.3209
H -3.4235 -0.3174 0.9970
H -3.2540 -0.9248 -0.8412
H 3.0045 -0.3196 0.6918
H 2.6035 -0.3295 -0.9410
H 3.1111 1.0768 -0.3832
H 1.0116 0.7797 1.2363
H 0.9314 1.4260 -0.3702
H -0.1347 -2.6864 -0.4516
```

Output
HOMO-LUMO gap (spin up / spin down) = 8.5 / 7.4 eV
LUMO level (spin up / spin down) = 0.32 / 0.54 eV
Multiplicity = 1
Maximum force = 4.38 eV/Å

Atomic partial charges in e from the Mulliken method, atoms 1 to 6:
1 B 0.2155
2 C -0.9071
3 C -1.1648
4 C -0.5904
5 O -0.4974
6 H 0.2377

---

6.
This record from the Open Molecules 2025 dataset describes C12H18MgN4O4 as an isolated structure at a distorted geometry. The level of theory is ωB97M-V/def2-TZVPD.

```
39
Properties=species:S:1:pos:R:3
Mg 0.1178 0.2031 0.1942
C -1.7258 -2.8522 -1.3488
C -1.4766 -2.0880 -0.0852
C -2.3266 -1.0549 0.2977
C -2.1350 -0.3827 1.4932
C -1.0852 -0.7335 2.3296
C -0.2306 -1.7599 1.9582
C -0.4268 -2.4293 0.7608
H -2.4316 -3.6661 -1.1659
H -0.8013 -3.2864 -1.7215
H -2.1460 -2.2029 -2.1141
H -3.1730 -0.8073 -0.3313
H -2.8353 0.3843 1.7993
H -0.9650 -0.2427 3.2850
H 0.5776 -2.0590 2.6119
H 0.2347 -3.2417 0.4889
N -1.1328 1.9249 -0.3664
C -1.5249 1.7457 -1.7572
C -0.4289 0.9762 -2.5204
O -0.2736 1.1628 -3.7221
N 0.2283 0.1614 -1.7203
C 1.3412 -0.5934 -2.2258
C 2.2626 -0.9238 -1.0551
O 3.3660 -1.4046 -1.2270
O 1.7876 -0.6312 0.1118
H -0.4224 2.6508 -0.3394
H -1.9242 2.2534 0.1791
H -2.4410 1.1538 -1.8022
H -1.7029 2.6933 -2.2809
H 1.0123 -1.5332 -2.6911
H 1.9122 -0.0365 -2.9806
N 2.9885 1.1636 1.6293
C 1.9200 1.9125 1.8673
N 2.0932 3.0966 2.5126
O 0.7730 1.5626 1.5439
H 3.9263 1.4908 1.7715
H 2.7857 0.3296 1.0534
H 2.9970 3.4274 2.8015
H 1.2860 3.6376 2.7676
```

Output
HOMO-LUMO gap = 7.9 eV
LUMO level = -0.01 eV
Multiplicity = 1
Maximum force = 1.58 eV/Å

Atomic partial charges in e from the Mulliken method, atoms 1 to 6:
1 Mg 0.8414
2 C -1.8461
3 C 0.9586
4 C -0.2613
5 C -0.4560
6 C -0.6794

---

7.
This record from the Open Molecules 2025 dataset describes one molecule with the formula C3H9OP at a distorted geometry. The level of theory is ωB97M-V/def2-TZVPD.

```
14
Properties=species:S:1:pos:R:3
C 0.2924 0.5721 1.0594
C -1.1966 -0.7878 -0.5151
C 0.1816 -0.4445 -0.0307
O 0.9369 -1.7788 0.5746
P 1.3613 -0.0197 -1.4229
H 1.3802 0.8462 1.0853
H -0.0585 0.1201 2.0656
H -0.5064 1.2705 0.8588
H -1.7113 -1.5361 0.1328
H -1.0951 -1.0788 -1.5745
H -1.7379 0.1360 -0.3745
H 1.0371 -2.4490 -0.1447
H 2.4484 -0.0286 -0.3845
H 1.2104 1.4464 -1.2735
```

Output
HOMO-LUMO gap = 10.5 eV
LUMO level = 0.81 eV
Multiplicity = 1
Maximum force = 3.83 eV/Å
SMILES = CC(C)(O)P

Atomic partial charges in e from the Mulliken method, atoms 1 to 6:
1 C -1.3364
2 C -1.3630
3 C 0.8404
4 O -0.5794
5 P -0.0806
6 H 0.4036